No. 1
Entry from OMol25: the molecule C6H9FSi in a non-equilibrium geometry (ωB97M-V/def2-TZVPD).

Positions of all 17 atoms, in Å:
C  -2.1524  -0.2190  -1.1136
Si  -1.0283  0.3425  0.4106
F  -1.8415  0.9984  1.6350
C  0.1357  1.6095  -0.4302
C  1.4639  1.4529  -0.4282
C  2.2232  0.5722  0.4239
C  1.5759  -0.3667  1.0630
C  0.1257  -0.9102  1.1478
H  -2.9719  -0.9359  -0.7833
H  -2.6216  0.5944  -1.5354
H  -1.6873  -0.8105  -1.8619
H  -0.3814  2.2196  -1.1034
H  2.0018  2.1494  -1.0582
H  3.2545  0.6695  0.4919
H  2.0881  -0.9961  1.6753
H  0.3469  -1.8679  0.5820
H  0.0795  -1.1013  2.2634

Properties
Frontier orbital gap, eV: 9.524
SMILES string: C[Si@]1(F)C=CC=CC1
Largest force on an atom, eV Å⁻¹: 4.27
Energy above the lowest of the compared OMol25 structures with the same formula, charge and spin, kJ/mol: 0.00

***

No. 2
Entry from OMol25: the molecule C6H16N2 in a non-equilibrium geometry (ωB97M-V/def2-TZVPD).

Positions of all 24 atoms, in Å:
C  -2.2968  -2.0047  2.7128
C  -1.5955  -1.2394  1.4991
N  -0.1569  -0.9660  1.9430
C  0.6446  0.0549  1.2608
C  0.1418  0.6173  -0.0816
C  1.2804  0.9022  -1.1952
C  0.6618  1.6697  -2.4203
N  1.3830  0.9838  -3.4893
H  -3.3804  -2.2720  2.5583
H  -2.2632  -1.2067  3.5971
H  -1.7916  -2.8835  3.1419
H  -1.6767  -1.9761  0.6595
H  -2.1789  -0.3747  1.3675
H  0.2798  -1.9624  1.9075
H  0.8655  1.0068  1.8603
H  1.5990  -0.2905  0.9548
H  -0.3014  1.5786  -0.0402
H  -0.6155  0.1605  -0.7113
H  1.6288  -0.0722  -1.5716
H  2.1094  1.5861  -0.9039
H  -0.4349  1.4292  -2.6242
H  0.8595  2.6397  -2.1797
H  2.3008  1.1010  -3.4180
H  1.3999  1.4110  -4.4277

Properties
Frontier orbital gap, eV: 9.677
SMILES string: CCNCCCCN
Largest force on an atom, eV Å⁻¹: 5.53
Energy above the lowest of the compared OMol25 structures with the same formula, charge and spin, kJ/mol: 304.69

***

No. 3
Entry from OMol25: the molecule C24H25FN2O4 (ωB97M-V/def2-TZVPD).

Positions of all 56 atoms, in Å:
O  -1.4134  -4.0652  0.2062
C  -0.8970  -2.9541  0.2617
C  0.3351  -2.5510  1.0532
O  1.0518  -3.2479  1.7344
N  0.4764  -1.2148  0.8678
C  1.5553  -0.4581  1.4507
C  2.7063  -0.2394  0.4679
C  3.8682  0.4985  1.1533
N  5.0484  0.7288  0.3524
C  5.7661  -0.4673  -0.0476
C  7.1235  -0.0428  -0.6119
O  6.9706  0.8258  -1.7109
C  6.2402  1.9705  -1.3402
C  4.8602  1.5949  -0.7950
C  -0.4920  -0.6008  -0.0211
C  -1.2588  0.5140  0.6545
C  -1.2121  1.8121  0.1662
C  -1.9597  2.8145  0.7570
C  -2.7460  2.4994  1.8491
F  -3.4869  3.4676  2.4220
C  -2.7924  1.2190  2.3718
C  -2.0436  0.2289  1.7659
C  -1.3882  -1.7590  -0.3731
C  -2.6091  -1.7393  -0.9871
O  -3.3296  -2.8422  -1.1025
C  -3.2420  -0.5056  -1.4821
C  -2.5567  0.3841  -2.3036
C  -3.1677  1.5512  -2.7211
C  -4.4586  1.8460  -2.3141
C  -5.1504  0.9556  -1.5101
C  -4.5514  -0.2218  -1.1040
H  1.1642  0.5022  1.8020
H  1.9134  -1.0358  2.3071
H  3.0469  -1.2122  0.1096
H  2.3558  0.3433  -0.3866
H  4.1813  -0.0747  2.0304
H  3.5148  1.4758  1.4980
H  5.9127  -1.1046  0.8259
H  5.2267  -1.0383  -0.8223
H  7.6792  -0.9067  -0.9798
H  7.7007  0.4572  0.1800
H  6.1506  2.5816  -2.2401
H  6.7890  2.5300  -0.5679
H  4.3310  2.4966  -0.4797
H  4.2875  1.1033  -1.6009
H  0.0275  -0.1997  -0.9026
H  -0.5928  2.0457  -0.6868
H  -1.9407  3.8252  0.3821
H  -3.4086  1.0117  3.2318
H  -2.0676  -0.7773  2.1573
H  -2.8339  -3.5963  -0.6794
H  -1.5601  0.1424  -2.6393
H  -2.6361  2.2340  -3.3670
H  -4.9283  2.7645  -2.6322
H  -6.1608  1.1775  -1.2019
H  -5.0846  -0.9235  -0.4812

Properties
Frontier orbital gap, eV: 8.111
SMILES string: O=C1C(=O)N(CCCN2CCOCC2)[C@H](c2ccc(F)cc2)/C1=C(/O)c1ccccc1
Largest force on an atom, eV Å⁻¹: 0.83
Energy above the lowest of the compared OMol25 structures with the same formula, charge and spin, kJ/mol: 17.18

***

No. 4
Entry from OMol25: the molecule C4H7NO2 (ωB97M-V/def2-TZVPD).

Positions of all 14 atoms, in Å:
O  -0.0256  1.5537  1.1791
C  0.6613  0.4978  0.5267
C  0.5691  0.6201  -0.9922
N  -0.7016  0.1532  -1.5357
C  -1.2423  -0.8271  -0.9466
O  -0.8500  -1.4713  0.1695
C  0.1630  -0.8721  0.9910
H  -0.9057  1.6309  0.7864
H  1.7019  0.5998  0.8505
H  1.3791  0.0565  -1.4748
H  0.7024  1.6735  -1.2575
H  -2.1533  -1.2809  -1.3363
H  0.9840  -1.5918  1.0577
H  -0.2823  -0.7423  1.9822

Properties
Frontier orbital gap, eV: 10.566
SMILES string: O[C@@H]1CN=COC1
Largest force on an atom, eV Å⁻¹: 0.38
Energy above the lowest of the compared OMol25 structures with the same formula, charge and spin, kJ/mol: 147.89

***

Number 1: energy -16963.39659 eV. Number 2: energy -9458.91643 eV. Number 3: energy -39181.53865 eV. Number 4: energy -9845.74689 eV.